(1)
The following is a quantum chemistry calculation of C14H24N8ORhS3 as an isolated structure, from the Open Molecules 2025 dataset.

Computed properties:
Relative energy (zero: lowest compared OMol25 entry of this formula, charge and spin): 59.5 kcal per mole
Net charge: +1
HOMO level (spin up / spin down): -10.29 / -10.29 eV
Total energy: -64383.3038 eV
Lowest unoccupied orbital energy (spin up / spin down): -4.51 / -4.51 eV
2S+1: 1

XYZ file:
```
51
Properties=species:S:1:pos:R:3:lowdin_charge:R:1
Rh 0.06 0.10 0.16 0.695
N 1.21 -0.55 4.10 0.092
C 0.63 0.01 3.02 -0.865
S 1.67 0.64 1.75 0.628
N -0.66 0.11 2.96 -0.004
N -1.15 0.48 1.72 -0.172
C -2.11 1.35 1.75 -0.036
C -2.75 1.96 0.65 -0.148
C -3.72 2.96 0.91 -0.037
C -4.29 3.67 -0.11 -0.077
C -3.91 3.39 -1.44 -0.052
C -3.00 2.41 -1.72 -0.011
C -2.39 1.67 -0.69 -0.351
O -1.53 0.74 -0.98 -0.230
H 2.19 -0.38 4.26 0.087
H 0.62 -0.78 4.89 0.110
H -2.40 1.69 2.74 0.141
H -3.99 3.16 1.94 0.118
H -5.02 4.44 0.11 0.107
H -4.34 3.97 -2.24 0.112
H -2.70 2.19 -2.74 0.087
N 1.54 -0.29 -1.43 -0.094
N 2.38 -1.36 -1.13 -0.035
C 1.98 -2.32 -0.29 -0.808
N 2.80 -3.36 -0.11 0.136
S 0.46 -2.27 0.44 0.778
H 0.95 -0.46 -2.24 0.037
H 2.07 0.56 -1.60 0.087
H 3.28 -1.41 -1.59 0.170
H 3.75 -3.35 -0.42 0.127
H 2.54 -4.04 0.59 0.115
C 2.15 1.30 -5.93 -0.110
N 0.72 1.47 -6.16 -0.273
C 0.39 2.80 -6.67 -0.063
C -0.11 1.09 -5.07 -0.734
S 0.27 1.51 -3.48 0.726
N -1.20 0.41 -5.42 -0.175
C -2.17 -0.07 -4.43 -0.056
C -1.54 0.07 -6.80 -0.022
H 2.66 1.45 -6.88 0.090
H 2.35 0.28 -5.59 0.081
H 2.55 2.01 -5.19 0.065
H 0.63 3.58 -5.93 0.089
H -0.67 2.86 -6.90 0.089
H 0.96 2.98 -7.58 0.092
H -1.84 0.19 -3.43 0.014
H -2.26 -1.15 -4.52 0.100
H -3.14 0.38 -4.63 0.102
H -0.71 0.30 -7.45 0.086
H -2.43 0.62 -7.12 0.099
H -1.76 -1.00 -6.86 0.094
```

***

(2)
The following is a quantum chemistry calculation of a 2-piece molecular cluster, C14H24NO2S2 overall, from the Open Molecules 2025 dataset.

Computed properties:
Net charge: +1
HOMO level: -11.27 eV
Total energy: -42154.4896 eV
Lowest unoccupied orbital energy: -3.20 eV
2S+1: 1

XYZ file:
```
43
Properties=species:S:1:pos:R:3:lowdin_charge:R:1
C -1.84 -3.55 0.61 -0.089
C -1.13 -3.44 1.97 -0.215
C 0.40 -3.37 1.96 -0.189
C 1.01 -1.99 2.29 -0.509
C 2.25 -2.11 3.17 -0.093
S 1.56 -1.05 0.84 1.266
C 0.52 -1.50 -0.56 -0.274
C 0.88 -0.67 -1.78 -0.299
O 0.12 -0.61 -2.68 0.096
C 1.09 0.69 1.05 -0.445
C 0.34 1.15 2.11 -0.036
C 0.03 2.50 2.12 -0.020
C 0.46 3.28 1.06 -0.008
C 1.21 2.70 0.05 -0.086
N 1.54 1.41 0.04 0.073
H -2.52 -4.39 0.60 0.077
H -1.15 -3.65 -0.22 0.055
H -2.45 -2.67 0.41 0.073
H -1.54 -2.59 2.52 0.105
H -1.40 -4.31 2.55 0.108
H 0.81 -3.79 1.04 0.110
H 0.77 -4.01 2.75 0.115
H 0.26 -1.45 2.86 0.096
H 1.96 -2.64 4.07 0.096
H 3.05 -2.65 2.68 0.091
H 2.60 -1.13 3.50 0.086
H -0.52 -1.35 -0.33 0.108
H 0.74 -2.53 -0.80 0.102
H 1.80 -0.08 -1.78 0.118
H 0.01 0.52 2.92 0.104
H -0.55 2.91 2.93 0.122
H 0.22 4.33 1.00 0.123
H 1.55 3.30 -0.79 0.102
C -2.06 4.33 -3.73 -0.261
S -0.94 3.26 -2.83 0.793
O 0.34 4.00 -2.65 -0.555
C -0.68 2.06 -4.14 -0.260
H -2.31 5.16 -3.08 0.053
H -1.57 4.69 -4.63 0.063
H -2.97 3.77 -3.98 0.058
H -0.31 2.55 -5.04 0.068
H -1.62 1.54 -4.35 0.064
H 0.05 1.35 -3.77 0.016
```

***

(3)
The following is a quantum chemistry calculation of a 2-piece molecular cluster, C14H25B3Br4NO8 overall, from the Open Molecules 2025 dataset.

Computed properties:
Relative energy (zero: lowest compared OMol25 entry of this formula, charge and spin): 50.3 kcal per mole
Net charge: -1
HOMO level: -4.64 eV
Total energy: -314996.6273 eV
Lowest unoccupied orbital energy: 2.43 eV
2S+1: 1

XYZ file:
```
55
Properties=species:S:1:pos:R:3:lowdin_charge:R:1
C 4.12 -0.69 -1.34 -0.021
C 3.21 0.37 -1.02 -0.031
C 1.77 0.51 -1.68 -0.344
C 1.78 -0.35 -3.01 -0.116
C 0.58 -0.08 -4.00 -0.276
C 1.03 -0.39 -5.51 -0.540
Br -0.62 -1.04 -6.48 0.506
O 0.88 0.11 -0.62 -0.030
B -0.41 0.87 -0.68 -0.789
B -1.52 -0.34 -1.01 -0.393
O -2.92 -0.18 -0.63 0.064
O -1.12 -1.58 -1.61 -0.053
C -1.15 -2.68 -0.69 -0.091
C -0.79 1.33 0.85 -0.460
Br 0.05 0.48 2.45 0.657
C -1.73 2.33 1.09 -0.668
C -2.54 3.11 0.01 -0.122
Br -2.12 2.85 2.98 0.517
O -0.09 1.88 -1.70 0.000
C 1.32 2.07 -1.78 -0.653
Br 1.92 3.13 -3.35 0.903
O 1.69 2.68 -0.54 0.070
B 2.47 3.87 -0.69 -0.773
O 1.87 5.18 -0.73 0.101
O 3.90 3.73 -0.75 0.091
H 3.86 -1.77 -1.20 0.062
H 5.14 -0.36 -1.68 0.050
H 3.60 1.10 -0.24 0.122
H 2.74 -0.25 -3.61 0.110
H 1.72 -1.44 -2.71 0.139
H 0.17 0.97 -3.98 0.083
H -0.31 -0.76 -3.83 0.074
H 1.38 0.53 -6.05 0.057
H 1.75 -1.26 -5.57 0.059
H -3.40 0.15 -1.41 0.090
H -1.00 -3.63 -1.29 0.091
H -0.27 -2.64 0.03 0.106
H -2.14 -2.80 -0.17 0.095
H -2.01 3.24 -0.97 0.085
H -3.57 2.66 -0.11 0.082
H -2.72 4.15 0.42 0.063
H 1.79 5.44 0.21 0.106
H 4.06 3.00 -1.38 0.065
C -2.08 -1.56 4.45 -0.040
C -1.86 -3.03 4.26 -0.548
O -1.81 -3.55 3.16 0.032
N -1.71 -3.80 5.38 -0.006
C -1.73 -3.37 6.76 -0.090
H -2.19 -1.08 3.47 0.047
H -3.00 -1.38 5.01 0.085
H -1.23 -1.11 4.96 0.072
H -1.56 -4.78 5.18 0.134
H -0.77 -3.64 7.22 0.078
H -2.53 -3.91 7.28 0.077
H -1.89 -2.30 6.86 0.073
```

***

(4)
The following is a quantum chemistry calculation of C14H25BHgN6Si as an isolated structure, from the Open Molecules 2025 dataset.

Computed properties:
Relative energy (zero: lowest compared OMol25 entry of this formula, charge and spin): 5.8 kcal per mole
Net charge: +2
HOMO level (spin up / spin down): -15.34 / -15.35 eV
Total energy: -36573.3998 eV
Lowest unoccupied orbital energy (spin up / spin down): -9.98 / -10.04 eV
2S+1: 1

XYZ file:
```
48
Properties=species:S:1:pos:R:3:lowdin_charge:R:1
C -1.04 1.35 -2.07 -0.124
N -0.28 1.02 -1.00 -0.082
N 1.03 1.05 -1.40 -0.030
C 1.09 1.40 -2.71 -0.034
C -0.20 1.60 -3.17 -0.010
B 2.29 1.04 -0.46 -0.471
N 1.97 1.16 1.07 -0.032
N 0.71 1.14 1.61 -0.051
C 0.82 1.51 2.90 -0.127
C 2.17 1.79 3.19 -0.020
C 2.86 1.56 2.01 -0.052
Hg -1.32 0.07 0.76 1.270
N 3.04 -0.27 -0.75 0.039
N 2.78 -0.96 -1.91 0.153
C 3.56 -2.04 -1.90 -0.031
C 4.40 -2.03 -0.76 0.108
C 4.06 -0.87 -0.06 0.042
H 3.53 -2.78 -2.69 0.136
H 4.48 -0.44 0.83 0.140
H 5.15 -2.75 -0.50 0.138
H 2.97 1.99 -0.76 0.140
H 3.92 1.67 1.79 0.133
H 2.04 1.48 -3.22 0.139
H 2.56 2.12 4.14 0.111
H -0.51 1.88 -4.16 0.116
H -0.04 1.57 3.56 0.104
H -2.12 1.42 -2.00 0.081
H -1.34 -1.72 3.53 0.094
C -1.64 -0.87 2.90 -0.068
H -1.31 0.03 3.42 0.029
H -1.06 -1.15 1.94 -0.016
H -2.73 -0.92 2.82 0.041
C -4.49 0.49 -2.14 -0.183
Si -4.00 -1.13 -1.33 0.431
C -5.54 -2.21 -1.25 -0.145
C -2.68 -1.99 -2.36 -0.178
C -3.34 -0.83 0.39 -0.239
H -5.54 0.45 -2.48 0.048
H -3.87 0.72 -3.02 0.034
H -4.40 1.32 -1.43 0.034
H -6.14 -2.09 -2.16 0.059
H -5.28 -3.27 -1.14 0.048
H -6.16 -1.93 -0.39 0.045
H -1.93 -1.29 -2.74 0.017
H -2.15 -2.75 -1.76 0.034
H -3.14 -2.50 -3.22 0.052
H -4.02 -0.17 0.96 0.045
H -3.32 -1.79 0.93 0.032
```

***

(5)
The following is a quantum chemistry calculation of C14H25ClIN2OP2V as an isolated structure, from the Open Molecules 2025 dataset.

Computed properties:
Net charge: +2
HOMO level (spin up / spin down): -15.03 / -15.01 eV
Total energy: -84822.0557 eV
Lowest unoccupied orbital energy (spin up / spin down): -10.33 / -10.42 eV
2S+1: 3

XYZ file:
```
47
Properties=species:S:1:pos:R:3:lowdin_charge:R:1
C -1.12 3.03 -3.15 0.041
C -1.06 1.77 -2.46 -0.111
H -1.71 3.01 -4.10 0.164
H -0.09 3.37 -3.39 0.130
H -1.56 3.81 -2.48 0.138
O -1.42 0.63 -2.40 0.229
I 1.18 3.57 0.16 0.581
V 0.48 1.28 0.03 -0.269
P -1.81 0.88 0.76 0.751
C -2.90 -0.58 0.99 -0.207
C -1.84 1.60 2.45 -0.227
H -2.82 2.06 2.62 0.072
H -3.96 1.94 0.46 0.077
H -1.05 2.35 2.55 0.031
H -2.60 2.99 -0.13 0.054
H -2.40 -1.39 1.52 0.034
H -1.69 0.83 3.22 0.055
C -3.01 1.97 -0.10 -0.252
H -3.79 -0.29 1.56 0.082
H -3.18 1.60 -1.13 0.036
H -3.21 -0.96 0.01 0.064
P 1.69 -0.02 -1.62 0.750
C 1.69 -1.81 -2.10 -0.206
C 1.70 0.73 -3.28 -0.256
H 3.54 1.14 -0.58 0.033
H 4.10 0.08 -1.92 0.073
H 3.70 -0.60 -0.34 0.049
C 3.42 0.17 -1.06 -0.233
H 1.89 1.80 -3.18 0.050
H 2.48 0.27 -3.89 0.078
H 2.59 -2.04 -2.69 0.082
H 0.79 -2.03 -2.70 0.063
H 0.73 0.57 -3.77 0.040
H 1.67 -2.47 -1.22 0.030
Cl 1.76 1.08 2.05 0.082
N -1.76 -3.24 4.98 0.190
C -1.00 -2.91 4.14 -0.142
C -0.04 -2.57 3.08 -0.163
C 1.01 -3.46 2.81 0.027
C 1.95 -3.15 1.82 0.009
C 1.68 -2.00 1.06 -0.198
N 0.57 -1.27 1.16 -0.046
C -0.17 -1.43 2.27 -0.167
H 1.09 -4.38 3.40 0.142
H 2.86 -3.74 1.60 0.137
H 2.45 -1.60 0.39 0.050
H -0.82 -0.60 2.59 0.055
```